{"formula": "C9H25AlO10S3", "method": "the ωB97M-V functional and the def2-TZVPD basis", "charge": 1, "orbital_gap_ev": [10.4, 7.6], "e_lumo_ev": [-3.1, -5.9], "s2": 0.7532, "mol_weight_da": 416.472, "multiplicity": 2, "symbols": ["Al", "O", "H", "O", "S", "O", "O", "C", "C", "C", "H", "H", "H", "H", "H", "H", "H", "H", "O", "S", "O", "O", "C", "C", "C", "H", "H", "H", "H", "H", "H", "H", "H", "O", "S", "O", "O", "C", "C", "C", "H", "H", "H", "H", "H", "H", "H", "H"], "xyz": [[-1.535, 0.525, -2.159], [-0.197, 1.171, -4.505], [0.029, 1.983, -4.999], [-5.417, 0.744, 1.057], [-4.008, 0.516, 1.413], [-2.983, 0.311, 0.362], [-3.484, 1.838, 2.274], [-4.352, 2.352, 3.286], [-3.358, 3.075, 4.286], [-3.744, -0.922, 2.607], [-4.860, 1.581, 3.864], [-5.156, 2.973, 2.892], [-3.946, 3.684, 4.973], [-2.652, 3.752, 3.805], [-2.835, 2.332, 4.888], [-2.878, -0.767, 3.250], [-3.622, -1.871, 2.085], [-4.683, -1.156, 3.109], [-1.061, -1.900, -0.480], [-0.756, -3.216, 0.052], [-1.807, -4.022, 0.669], [-0.161, -4.067, -1.234], [0.074, -5.485, -1.180], [1.602, -5.690, -0.960], [0.768, -3.278, 1.176], [-0.190, -5.954, -2.128], [-0.403, -6.023, -0.362], [1.845, -6.713, -1.248], [1.892, -5.479, 0.069], [2.154, -5.035, -1.634], [0.510, -2.531, 1.927], [1.673, -2.956, 0.661], [0.834, -4.308, 1.526], [0.658, 2.510, -1.673], [1.873, 3.366, -1.620], [1.956, 4.530, -0.772], [3.137, 2.323, -1.293], [4.340, 2.961, -1.125], [5.376, 1.950, -1.578], [2.212, 3.640, -3.363], [4.514, 3.390, -0.138], [4.654, 3.817, -1.722], [6.385, 2.136, -1.210], [5.377, 1.721, -2.644], [5.348, 1.070, -0.935], [1.896, 2.853, -4.048], [3.275, 3.699, -3.596], [1.707, 4.569, -3.625]]}


{"formula": "C9H25CrO11", "method": "the ωB97M-V functional and the def2-TZVPD basis", "charge": 1, "de_lowest_ev": 2.009, "orbital_gap_ev": [7.7, 7.7], "e_lumo_ev": [-2.8, -2.8], "s2": 6.0058, "mol_weight_da": 361.284, "multiplicity": 5, "symbols": ["Cr", "O", "C", "O", "O", "H", "C", "C", "O", "O", "H", "H", "H", "H", "H", "H", "C", "C", "O", "O", "H", "H", "H", "H", "H", "H", "C", "C", "O", "O", "H", "H", "H", "H", "H", "H", "C", "C", "O", "O", "H", "H", "H", "H", "H", "H"], "xyz": [[-31.362, 15.964, 3.206], [-33.339, 13.681, 6.504], [-32.625, 13.839, 5.375], [-31.981, 12.887, 4.892], [-32.372, 14.931, 4.843], [-33.335, 12.723, 6.560], [-28.692, 18.151, 1.734], [-29.918, 17.655, 0.946], [-31.052, 17.599, 1.859], [-28.815, 19.417, 2.307], [-27.807, 17.957, 1.129], [-28.468, 17.510, 2.587], [-29.739, 16.684, 0.485], [-30.069, 18.257, 0.050], [-31.589, 18.338, 1.566], [-28.737, 20.057, 1.597], [-34.647, 16.717, 1.671], [-34.130, 16.502, 0.222], [-34.144, 15.105, -0.112], [-33.831, 16.234, 2.764], [-35.638, 16.263, 1.685], [-34.893, 17.772, 1.794], [-33.071, 16.732, 0.103], [-34.658, 17.068, -0.545], [-35.017, 14.725, 0.007], [-34.213, 16.598, 3.566], [-29.878, 17.602, 5.330], [-31.037, 18.487, 4.796], [-32.153, 17.702, 4.541], [-29.749, 16.422, 4.609], [-30.016, 17.377, 6.387], [-28.950, 18.166, 5.243], [-30.776, 19.068, 3.911], [-31.378, 19.317, 5.415], [-32.920, 18.274, 4.614], [-29.186, 15.852, 5.139], [-31.056, 13.750, 1.016], [-29.834, 13.652, 1.931], [-29.498, 14.943, 2.494], [-32.056, 14.630, 1.560], [-31.611, 12.824, 0.868], [-30.733, 14.154, 0.057], [-28.985, 13.244, 1.383], [-30.064, 12.978, 2.755], [-28.570, 15.088, 2.691], [-32.820, 14.520, 0.990]]}


{"formula": "C9H25Mn2N2O16S3", "method": "the ωB97M-V functional and the def2-TZVPD basis", "charge": 1, "orbital_gap_ev": [3.6, 3.9], "e_lumo_ev": [-7.6, -7.3], "s2": 30.0729, "mol_weight_da": 623.374, "multiplicity": 11, "symbols": ["Mn", "Mn", "N", "O", "O", "O", "N", "O", "O", "O", "O", "H", "O", "S", "O", "O", "C", "C", "C", "H", "H", "H", "H", "H", "H", "H", "H", "O", "S", "O", "O", "C", "C", "C", "H", "H", "H", "H", "H", "H", "H", "H", "O", "S", "O", "O", "C", "C", "C", "H", "H", "H", "H", "H", "H", "H", "H"], "xyz": [[-16.661, -6.127, 9.905], [-18.485, -4.431, 5.759], [-20.524, -4.128, 9.895], [-19.598, -4.712, 10.499], [-21.423, -3.532, 10.536], [-20.565, -4.129, 8.649], [-15.694, -2.091, 8.456], [-15.632, -2.936, 9.342], [-16.338, -2.458, 7.429], [-15.294, -0.944, 8.638], [-17.526, -6.685, 7.103], [-18.007, -7.338, 6.558], [-14.636, -4.643, 0.690], [-14.495, -4.372, 2.125], [-15.531, -4.841, 3.075], [-13.013, -4.885, 2.728], [-11.872, -4.973, 1.785], [-11.939, -6.133, 0.809], [-14.257, -2.506, 2.377], [-10.975, -5.085, 2.395], [-11.830, -4.008, 1.280], [-12.370, -5.811, -0.138], [-12.446, -7.025, 1.178], [-10.971, -6.495, 0.463], [-13.407, -2.284, 1.731], [-14.043, -2.371, 3.438], [-15.084, -1.909, 1.993], [-20.856, -6.931, 3.484], [-21.036, -7.847, 2.307], [-20.431, -9.149, 2.139], [-22.753, -7.919, 1.974], [-23.150, -8.821, 1.001], [-23.447, -8.139, -0.353], [-20.532, -6.779, 0.866], [-24.079, -9.257, 1.369], [-22.413, -9.612, 0.864], [-24.122, -7.290, -0.252], [-23.983, -8.904, -0.915], [-22.613, -7.842, -0.989], [-21.431, -6.186, 0.700], [-20.462, -7.360, -0.054], [-19.677, -6.140, 1.089], [-13.564, -7.508, 8.602], [-12.443, -8.494, 8.630], [-12.270, -9.373, 9.797], [-12.600, -9.445, 7.286], [-12.684, -8.871, 6.005], [-13.879, -9.417, 5.204], [-10.779, -7.738, 8.267], [-11.740, -9.207, 5.577], [-12.622, -7.784, 5.960], [-14.774, -9.114, 5.748], [-13.793, -10.477, 4.966], [-13.950, -8.935, 4.229], [-10.428, -7.318, 9.209], [-11.033, -6.937, 7.572], [-10.115, -8.416, 7.730]]}


{"formula": "C9H25N10O4", "method": "the ωB97M-V functional and the def2-TZVPD basis", "charge": 1, "orbital_gap_ev": 8.2, "e_lumo_ev": -4.0, "mol_weight_da": 337.365, "symbols": ["C", "C", "C", "C", "N", "C", "N", "H", "H", "H", "H", "H", "H", "H", "H", "H", "C", "O", "N", "N", "H", "H", "H", "H", "C", "O", "N", "N", "H", "H", "H", "H", "C", "O", "N", "N", "H", "H", "H", "H", "C", "O", "N", "N", "H", "H", "H", "H"], "xyz": [[5.865, -0.249, -1.158], [4.709, -0.346, 0.001], [3.166, -0.346, -0.553], [2.365, 0.964, -1.128], [0.961, 0.474, -1.470], [0.809, -1.019, -1.176], [2.160, -1.515, -0.621], [5.833, -1.093, -1.968], [5.924, 0.837, -1.648], [6.909, -0.381, -0.594], [4.833, 0.614, 0.682], [4.835, -1.294, 0.684], [2.743, 2.086, -1.260], [0.167, 1.075, -1.841], [-0.190, -1.649, -1.329], [2.308, -2.518, -0.344], [-2.692, 2.288, -1.777], [-1.752, 1.552, -1.520], [-2.693, 3.599, -1.473], [-3.811, 1.854, -2.385], [-3.457, 4.221, -1.676], [-1.870, 3.966, -1.014], [-3.851, 0.874, -2.630], [-4.595, 2.445, -2.604], [2.203, -6.217, -0.181], [3.143, -6.953, 0.075], [2.202, -4.906, 0.122], [1.085, -6.650, -0.790], [1.438, -4.284, -0.081], [3.025, -4.539, 0.581], [1.044, -7.631, -1.035], [0.300, -6.060, -1.009], [-2.682, -1.700, 2.198], [-3.360, -2.396, 2.937], [-3.214, -0.767, 1.388], [-1.343, -1.803, 2.128], [-2.672, -0.184, 0.772], [-4.219, -0.657, 1.409], [-0.902, -2.494, 2.722], [-0.767, -1.239, 1.526], [-2.769, 5.327, 1.546], [-2.235, 5.498, 0.461], [-2.917, 6.315, 2.447], [-3.256, 4.136, 1.937], [-3.354, 6.194, 3.345], [-2.564, 7.228, 2.192], [-3.165, 3.366, 1.288], [-3.699, 3.976, 2.826]]}